(1)
The molecule C17H15NOS, computed with ωB97M-V/def2-TZVPD.

Output
SMILES: S=C1O[C@]2(CCCN2c2ccccc2)c2ccccc21
Total energy, eV: -32243.2021

```
! wB97M-V def2-TZVPD RIJCOSX def2/J DEFGRID3
* xyz 0 1
S -3.092 -1.241 3.035
O -2.062 -1.179 0.610
C -1.805 -1.253 1.945
C 0.780 3.694 -0.941
C 1.698 -0.481 3.403
C 1.195 2.758 -1.906
C -0.158 3.303 -0.030
C 2.307 -0.533 2.167
C 0.268 -0.771 3.357
C 0.660 1.499 -1.897
C -0.794 2.062 -0.026
C 1.577 -0.601 0.931
C -0.350 -1.019 2.201
C -0.383 1.131 -1.009
C 0.238 -0.939 1.037
N -0.884 -0.194 -1.135
C -1.009 -0.838 -2.429
C -0.738 -1.207 -0.059
C -1.273 -2.269 -2.073
C -0.407 -2.490 -0.857
H 1.252 4.689 -0.908
H 2.161 -0.321 4.372
H 1.913 3.142 -2.658
H -0.359 3.956 0.790
H 3.426 -0.128 2.202
H -0.403 -0.775 4.244
H 1.056 1.048 -2.808
H -1.594 1.699 0.672
H 2.036 -0.486 -0.116
H -1.687 -0.200 -2.928
H -0.056 -0.870 -2.943
H -1.125 -2.939 -2.839
H -2.370 -2.206 -1.858
H 0.664 -2.664 -1.185
H -0.680 -3.379 -0.360
*
```

=====

(2)
A cluster of 2 separate species, C3H9N2O2 in total, computed with ωB97M-V/def2-TZVPD.

Output
⟨S²⟩: 0.754
Total energy, eV: -10329.0040

```
! wB97M-V def2-TZVPD RIJCOSX def2/J DEFGRID3
* xyz 0 2
C 1.521 -0.579 1.614
N 1.023 -1.072 0.466
C 0.046 -2.130 0.542
O 1.356 -1.076 2.764
H 2.305 0.210 1.521
H 0.653 -0.360 -0.326
H -0.881 -1.763 1.014
H 0.418 -2.992 1.115
H -0.154 -2.400 -0.492
N -1.083 2.524 -0.708
C -0.920 1.406 -1.624
O -0.271 0.291 -1.157
H -1.680 2.234 0.076
H -0.142 2.686 -0.314
H -1.904 1.232 -2.028
H -0.288 1.790 -2.464
*
```

=====

(3)
A structure of composition C44H43Cl2GeN3O3SV, computed with ωB97M-V/def2-TZVPD.

Output
⟨S²⟩: 3.764
Total energy, eV: -175022.1693

```
! wB97M-V def2-TZVPD RIJCOSX def2/J DEFGRID3
* xyz -2 4
V -0.043 -0.857 -0.338
N 2.010 -0.291 -0.248
C 3.043 -1.098 0.311
C 3.909 -0.530 1.235
C 4.979 -1.251 1.747
C 5.175 -2.556 1.322
C 4.276 -3.129 0.428
C 3.181 -2.436 -0.086
C 2.170 -3.122 -0.946
C 2.635 -4.156 -1.777
C 1.762 -4.961 -2.488
C 0.394 -4.739 -2.337
C -0.051 -3.689 -1.546
C 0.795 -2.790 -0.843
H 1.979 -0.362 -1.267
H 2.102 0.674 0.027
H 3.739 0.496 1.553
H 5.654 -0.792 2.460
H 6.014 -3.133 1.695
H 4.410 -4.166 0.145
H 3.705 -4.317 -1.890
H 2.135 -5.738 -3.145
H -0.319 -5.373 -2.860
H -1.125 -3.542 -1.503
Cl -2.426 -1.190 -0.607
C -3.315 -1.961 0.746
Cl -2.442 -3.264 1.551
H -4.222 -2.378 0.328
H -3.530 -1.184 1.468
O 0.140 -0.871 -2.499
S 0.322 0.629 -2.878
C 0.912 -0.128 -4.904
C 1.370 0.804 -5.837
C 2.046 0.437 -7.001
C 2.300 -0.908 -7.258
C 1.880 -1.863 -6.334
C 1.199 -1.475 -5.176
C -1.138 1.181 -3.764
C -2.092 0.237 -4.131
C -3.182 0.623 -4.897
C -3.321 1.948 -5.310
C -2.375 2.888 -4.925
C -1.289 2.510 -4.138
H 1.185 1.868 -5.654
H 2.382 1.194 -7.705
H 2.817 -1.206 -8.165
H 2.095 -2.915 -6.512
H 0.892 -2.231 -4.455
H -1.937 -0.793 -3.820
H -3.918 -0.116 -5.197
H -4.163 2.242 -5.929
H -2.479 3.922 -5.240
H -0.560 3.244 -3.807
C -0.656 4.434 -0.633
Ge 0.494 2.823 -0.647
C 1.294 2.827 1.177
C 2.033 3.339 -1.785
C -0.349 1.182 -1.183
H -0.050 5.325 -0.422
H -1.416 4.332 0.151
H -1.165 4.570 -1.592
H 1.144 3.810 1.641
H 2.372 2.633 1.152
H 0.817 2.074 1.811
H 2.513 4.244 -1.386
H 1.710 3.537 -2.813
H 2.780 2.540 -1.837
H -1.427 1.371 -1.266
O 1.079 -2.386 2.508
C 0.236 -1.536 2.647
N -0.378 -1.294 3.885
C -1.200 -0.121 3.845
C -1.155 0.183 2.313
O -1.856 1.062 1.822
N -0.304 -0.664 1.677
C -0.631 1.044 4.681
C -0.051 0.795 5.916
C 0.407 1.835 6.716
C 0.289 3.149 6.287
C -0.293 3.407 5.058
C -0.756 2.363 4.261
C -2.629 -0.396 4.353
C -3.711 0.368 3.931
C -4.976 0.162 4.474
C -5.176 -0.797 5.453
C -4.101 -1.563 5.875
C -2.839 -1.363 5.323
H 0.078 -1.629 4.713
H 0.048 -0.225 6.274
H 0.864 1.617 7.675
H 0.653 3.961 6.905
H -0.382 4.428 4.706
H -1.211 2.565 3.297
H -3.550 1.117 3.165
H -5.812 0.757 4.125
H -6.160 -0.951 5.880
H -4.243 -2.329 6.629
H -2.010 -1.985 5.643
*
```

=====

(4)
A structure of composition C7H7ClIrN4O4S, computed with ωB97M-V/def2-TZVPD.

Output
⟨S²⟩: 1.069
Total energy, eV: -47688.8259

```
! wB97M-V def2-TZVPD RIJCOSX def2/J DEFGRID3
* xyz 2 2
Ir -1.353 0.979 0.189
N 1.504 4.277 -0.969
C 0.835 3.156 -0.869
S -0.928 3.251 -0.701
N 1.462 1.993 -0.936
N 0.893 0.878 -0.748
C 1.353 -0.327 -0.819
C 0.408 -1.396 -0.653
C 0.787 -2.747 -0.652
C -0.195 -3.721 -0.543
C -1.529 -3.341 -0.474
C -1.836 -1.975 -0.460
N -0.900 -1.049 -0.532
H 1.042 5.180 -0.941
H 2.517 4.272 -1.055
H 2.401 -0.549 -1.025
H 1.833 -3.007 -0.721
H 0.074 -4.769 -0.510
H -2.323 -4.071 -0.423
H -2.870 -1.648 -0.417
O -0.328 1.192 4.046
Cl -0.619 0.902 2.751
O -1.918 1.404 2.298
O -0.594 -0.459 2.366
O 0.288 1.572 1.795
*
```

=====

(5)
The molecule C4H5NO2, computed with ωB97M-V/def2-TZVPD.

Output
SMILES: O=CC(=O)N1CC1
Total energy, eV: -9812.3411

```
! wB97M-V def2-TZVPD RIJCOSX def2/J DEFGRID3
* xyz 0 1
O 1.132 -1.934 0.952
C 0.130 -2.053 0.294
C -0.625 -0.861 -0.302
O -1.309 -1.000 -1.291
N -0.445 0.296 0.429
C -0.489 1.603 -0.179
C 0.809 1.005 0.248
H -0.309 -3.033 0.033
H -0.942 2.369 0.445
H -0.721 1.657 -1.240
H 1.455 0.637 -0.547
H 1.314 1.313 1.157
*
```

=====

(6)
A cluster of 2 separate species, C21H27N2 in total, computed with ωB97M-V/def2-TZVPD.

Output
Total energy, eV: -25189.3453

```
! wB97M-V def2-TZVPD RIJCOSX def2/J DEFGRID3
* xyz 1 1
C 2.805 3.084 1.817
C 2.457 1.655 1.899
N 3.398 0.686 1.974
C 2.811 -0.584 2.039
C 1.413 -0.395 2.031
C 0.591 -1.495 2.225
C 1.155 -2.772 2.305
C 2.547 -2.948 2.258
C 3.399 -1.836 2.152
C 1.166 1.051 1.925
C -0.051 1.719 1.977
C -1.343 1.094 1.883
C -1.654 0.065 0.950
C -2.883 -0.582 0.990
C -3.847 -0.223 1.938
C -5.137 -0.975 2.012
C -3.586 0.842 2.808
C -2.375 1.513 2.762
H 1.876 3.660 1.769
H 3.382 3.426 2.693
H 3.394 3.317 0.913
H 4.397 0.875 1.970
H -0.483 -1.345 2.297
H 0.494 -3.632 2.403
H 2.956 -3.955 2.314
H 4.484 -1.917 2.141
H -0.016 2.805 2.102
H -0.902 -0.245 0.220
H -3.100 -1.402 0.301
H -5.796 -0.546 2.771
H -5.670 -0.961 1.054
H -4.979 -2.031 2.263
H -4.347 1.140 3.531
H -2.169 2.360 3.422
C 2.182 2.502 5.967
C 0.996 1.676 5.492
N 0.202 1.161 6.577
C -0.954 0.368 6.232
C -1.717 -0.128 7.455
H 2.735 2.879 5.103
H 1.842 3.355 6.562
H 2.861 1.897 6.576
H 0.338 2.295 4.860
H 1.365 0.855 4.841
H 0.781 0.695 7.266
H -1.615 0.995 5.613
H -0.663 -0.505 5.610
H -2.584 -0.707 7.132
H -1.089 -0.771 8.079
H -2.069 0.711 8.059
*
```

=====

(7)
A structure of composition C12H11AlBrN5S, computed with ωB97M-V/def2-TZVPD.

Output
Total energy, eV: -107533.1723

```
! wB97M-V def2-TZVPD RIJCOSX def2/J DEFGRID3
* xyz 2 1
Al -0.698 0.460 -0.247
N -3.905 -1.781 -2.237
C -2.766 -1.216 -1.764
S -2.985 0.195 -0.644
N -1.573 -1.538 -2.318
N -0.577 -0.859 -1.702
C 0.490 -0.604 -2.431
C 1.379 0.438 -2.071
C 2.485 0.885 -2.868
C 3.461 1.608 -2.236
C 3.421 1.881 -0.859
C 2.295 1.504 -0.153
N 1.207 0.979 -0.804
H -4.820 -1.487 -1.973
H -3.800 -2.559 -2.908
H 0.631 -1.214 -3.383
H 2.496 0.555 -3.923
H 4.200 2.142 -2.779
H 4.323 2.371 -0.356
H 2.134 1.627 0.928
Br 1.741 1.137 4.514
C 0.345 0.103 3.701
C -0.888 -0.233 4.332
C -1.879 -0.725 3.471
C -1.801 -0.566 2.100
N -0.576 -0.261 1.539
C 0.516 -0.222 2.370
H -1.025 -0.162 5.416
H -2.834 -1.090 3.834
H -2.531 -1.050 1.465
H 1.534 -0.319 1.985
*
```

=====

(8)
A cluster of 2 separate species, C2H9N2 in total, computed with ωB97M-V/def2-TZVPD.

Output
Total energy, eV: -5191.8999

```
! wB97M-V def2-TZVPD RIJCOSX def2/J DEFGRID3
* xyz 1 1
N -1.033 0.239 1.978
H -0.659 -0.342 1.130
H -0.484 -0.128 2.760
H -0.637 1.261 1.926
H -2.054 0.326 2.096
C 1.367 -0.084 -2.054
C 0.995 0.120 -0.814
N -0.223 -0.566 -0.376
H 0.730 -0.790 -2.639
H 2.041 0.768 -2.601
H 1.160 0.852 -0.052
H -0.139 -1.591 -0.613
H -1.065 -0.064 -0.740
*
```

=====

(9)
A structure of composition C6H16GaO2, computed with ωB97M-V/def2-TZVPD.

Output
Total energy, eV: -62951.4660

```
! wB97M-V def2-TZVPD RIJCOSX def2/J DEFGRID3
* xyz -1 1
O 2.601 -1.285 0.966
C 2.076 -1.286 -0.355
C 2.221 0.026 -1.103
C 1.165 1.087 -0.805
C 0.935 1.420 0.676
Ga -0.974 0.969 1.335
C -1.684 -0.756 0.425
C -3.116 -0.637 0.016
O -3.269 0.382 -0.987
H 3.566 -1.235 0.920
H 1.031 -1.563 -0.284
H 2.587 -2.059 -0.935
H 2.129 -0.232 -2.161
H 3.231 0.408 -0.986
H 0.243 0.774 -1.291
H 1.480 1.996 -1.317
H 1.058 2.488 0.824
H 1.636 0.919 1.331
H -1.951 2.208 1.021
H -0.907 0.718 2.940
H -1.616 -1.534 1.179
H -1.101 -1.062 -0.439
H -3.504 -1.576 -0.403
H -3.733 -0.382 0.879
H -4.105 0.215 -1.447
*
```

=====

(10)
The molecule C7H8O, computed with ωB97M-V/def2-TZVPD.

Output
SMILES: O=CC1=C[C@H]2C[C@@H]1C2
Total energy, eV: -9432.8234

```
! wB97M-V def2-TZVPD RIJCOSX def2/J DEFGRID3
* xyz 0 1
C 2.376 -0.478 -0.107
C 0.890 -0.184 -0.098
C 0.527 1.172 -0.085
C -0.976 1.025 0.026
C -1.271 -0.053 -1.005
C -0.356 -0.959 -0.104
C -0.966 -0.199 1.080
H 2.710 -1.483 0.019
H 1.157 2.083 0.019
H -1.595 1.899 0.239
H -0.877 -0.047 -2.044
H -2.326 -0.424 -1.007
H -0.250 -2.048 -0.183
H -0.192 -0.150 1.914
H -2.074 -0.547 1.354
O 3.223 0.396 -0.019
*
```

=====

(11)
A structure of composition C13H23BrIN5O2Pt, computed with ωB97M-V/def2-TZVPD.

Output
Total energy, eV: -106775.8098

```
! wB97M-V def2-TZVPD RIJCOSX def2/J DEFGRID3
* xyz 2 1
Pt -0.750 0.008 -0.068
N 0.430 1.956 2.757
C 1.215 0.732 3.156
C 0.306 -0.410 3.618
C -0.066 -1.498 2.603
N -1.141 -1.117 1.632
C 1.164 -2.000 1.860
C 1.946 -0.882 1.182
N 1.259 -0.466 -0.076
C 2.271 0.268 2.143
H -0.193 2.235 3.519
H -0.271 1.860 1.973
H 1.054 2.744 2.581
H 1.762 1.090 4.028
H -0.574 -0.031 4.143
H 0.882 -0.946 4.377
H -0.474 -2.318 3.196
H -1.830 -0.527 2.106
H -1.611 -1.975 1.348
H 0.890 -2.766 1.130
H 1.820 -2.491 2.581
H 2.910 -1.287 0.866
H 1.316 -1.250 -0.726
H 1.796 0.281 -0.514
H 2.722 1.114 1.616
H 3.079 -0.132 2.761
N -2.882 0.188 -0.351
N -3.567 1.177 0.394
C -2.871 2.079 1.245
O -3.461 3.056 1.625
O -1.681 1.676 1.542
H -2.994 0.356 -1.353
H -3.318 -0.714 -0.169
H -4.415 1.531 -0.023
Br -2.542 -0.606 -3.722
C -0.771 -0.337 -4.318
C -0.352 -1.040 -5.438
C 0.939 -0.873 -5.920
C 1.820 -0.007 -5.291
C 1.410 0.699 -4.170
C 0.118 0.525 -3.693
I -0.454 1.691 -2.044
H -1.040 -1.710 -5.934
H 1.249 -1.420 -6.800
H 2.821 0.132 -5.675
H 2.082 1.402 -3.696
*
```

=====

(12)
A cluster of 3 separate species, C4H14NO2S in total, computed with ωB97M-V/def2-TZVPD.

Output
Total energy, eV: -20796.1580

```
! wB97M-V def2-TZVPD RIJCOSX def2/J DEFGRID3
* xyz -1 1
C 1.442 2.120 0.109
N 1.345 0.846 -0.592
C 0.024 0.222 -0.610
C -0.032 -0.714 -1.859
S -1.198 -2.155 -1.663
C -1.205 1.059 -0.295
H 0.824 2.951 -0.266
H 1.160 1.977 1.158
H 2.484 2.456 0.129
H 1.720 0.985 -1.518
H -0.044 -0.596 0.108
H -0.387 -0.297 -2.804
H 0.969 -1.137 -1.929
H -1.275 1.397 0.753
H -2.083 0.440 -0.422
H -1.286 2.023 -0.813
H -1.965 -2.963 1.490
H -1.312 -2.110 0.295
O -1.154 -2.470 1.267
H 0.123 -1.981 2.492
H 1.063 -0.730 2.129
O 0.786 -1.323 2.840
*
```

=====

(13)
The molecule CH4N4OS, computed with ωB97M-V/def2-TZVPD.

Output
Total energy, eV: -19940.4897

```
! wB97M-V def2-TZVPD RIJCOSX def2/J DEFGRID3
* xyz 0 1
C 0.957 0.329 1.127
N -1.742 0.181 -1.265
N -1.262 -0.887 -1.726
N -1.157 0.657 -0.228
N -0.188 -0.168 0.479
O 1.046 -1.410 -1.794
S -0.014 -1.552 -0.826
H 1.254 1.459 0.986
H 0.888 0.220 2.264
H 1.738 -0.361 0.825
H -1.520 1.530 0.157
*
```